# 1
16
Properties=species:S:1:pos:R:3:lowdin_charge:R:1 method="wB97M-V/def2-TZVPD" e_tot_ev=-6382.7975 homo_energy_ev=-8.536 smiles="C=C/C=C/CC" relative_energy_ev=1.062 multiplicity=1
C 2.37891 1.31277 1.95579 -0.012
C 1.63143 1.17986 0.86993 -0.199
C 0.69923 0.06338 0.70861 -0.129
C -0.00859 -0.10197 -0.41153 -0.137
C -0.96395 -1.17586 -0.80534 -0.262
C -2.28215 -0.66307 -1.37578 -0.109
H 3.09670 2.10589 2.14328 0.049
H 2.36065 0.64707 2.81406 0.055
H 1.71151 1.87243 0.04019 0.100
H 0.49616 -0.50723 1.60933 0.110
H 0.25094 0.57967 -1.22166 0.112
H -0.39113 -1.65149 -1.62201 0.112
H -1.04630 -1.99105 -0.08732 0.106
H -2.67018 0.22980 -0.89147 0.071
H -3.07828 -1.40233 -1.28100 0.066
H -2.18496 -0.49789 -2.44507 0.068


# 2
70
Properties=species:S:1:pos:R:3:mulliken_spin:R:1 method="wB97M-V/def2-TZVPD" e_tot_ev=-88420.4281 homo_energy_ev="-12.559 / -12.719" relative_energy_ev=0.287 charge=+1 multiplicity=3
Mo 0.12071 0.32777 -0.81085 1.915
N -2.05801 0.48210 -0.35406 -0.040
C -3.24580 -0.33815 -0.71777 0.008
C -2.92157 -1.82134 -0.83863 0.006
C -2.64144 -2.25122 -2.27736 -0.001
C -1.63261 -1.37305 -2.99461 0.015
N -0.36792 -1.27918 -2.22251 -0.028
H -1.91195 0.40152 0.67061 0.008
H -2.30531 1.46364 -0.47040 -0.008
H -3.65367 0.04547 -1.65483 0.000
H -4.00392 -0.16900 0.04750 -0.001
H -3.75795 -2.40637 -0.45674 0.001
H -2.07507 -2.05801 -0.18583 0.005
H -3.57011 -2.22442 -2.85177 0.000
H -2.29791 -3.28806 -2.29674 0.000
H -2.01143 -0.36113 -3.14839 -0.004
H -1.41588 -1.78745 -3.98002 0.002
H 0.40900 -1.18678 -2.87652 0.005
H -0.15002 -2.14503 -1.71405 0.004
C 2.49063 0.34050 3.16091 0.003
C 1.31547 -0.11531 4.01391 -0.001
C 0.44511 -1.20933 3.34873 0.010
C -0.69018 -1.63432 4.29912 -0.001
C -1.60769 -2.69280 3.70339 0.001
C 1.32503 -2.41296 3.09353 0.000
O 1.85642 -3.03530 3.97412 0.001
N 1.48955 -2.78622 1.76976 0.004
C 0.99108 -2.15181 0.66557 0.000
O 1.17350 -2.61965 -0.44778 0.009
N 0.27404 -0.97674 0.83839 -0.006
C -0.15737 -0.60062 2.09667 0.016
O -1.01457 0.26371 2.21058 0.016
H 3.04666 1.12644 3.67040 0.000
H 2.16792 0.74887 2.19935 -0.004
H 3.18590 -0.47677 2.96202 0.000
H 0.65532 0.72129 4.24880 0.000
H 1.67161 -0.53518 4.95541 0.000
H -1.25325 -0.73797 4.55820 0.000
H -0.21933 -2.00983 5.20776 0.000
H -2.10739 -2.32945 2.80095 0.000
H -2.38578 -2.97033 4.41280 0.000
H -1.06094 -3.60400 3.45142 0.000
H 2.03835 -3.61717 1.58797 0.000
F 1.92834 0.01336 -1.20299 0.039
B 4.15958 -0.53127 -0.75284 -0.007
F 3.86029 -1.06028 0.41881 0.001
F 4.23014 -1.29113 -1.82609 0.000
F 4.48847 0.74465 -0.83009 0.000
C 1.86677 0.46234 -4.05117 -0.001
C 1.54300 1.73606 -3.30844 0.005
O 0.23432 1.67570 -2.62390 -0.024
C -0.39564 2.99715 -2.62269 -0.008
C -1.89800 2.90809 -2.47923 0.009
H 2.67569 0.67722 -4.74986 0.000
H 1.01483 0.12975 -4.64807 0.001
H 2.22771 -0.33256 -3.39987 0.000
H 1.46955 2.55478 -4.02010 0.002
H 2.30082 1.98617 -2.56702 -0.003
H -0.15123 3.45003 -3.58089 0.003
H 0.07017 3.60311 -1.84142 0.002
H -2.28402 2.03022 -3.00039 -0.002
H -2.34346 3.78382 -2.95061 0.000
H -2.22817 2.92134 -1.44289 0.001
Cl 0.50015 5.58813 0.94028 -0.001
C 0.84974 3.90927 1.34333 -0.001
Cl 2.45324 3.47309 0.74466 0.000
Cl 0.75706 3.64990 3.08978 0.001
C -0.25498 3.01954 0.72128 -0.002
O -1.41229 3.32174 0.71095 0.033
O 0.19867 1.86340 0.28044 0.021


# 3
66
Properties=species:S:1:pos:R:3:mulliken_spin:R:1 method="wB97M-V/def2-TZVPD" e_tot_ev=-104466.9693 homo_energy_ev="-14.412 / -14.803" relative_energy_ev=0.000 charge=+2 multiplicity=4
Tc -1.01295 -0.53912 0.58110 2.664
C 2.68182 0.37388 2.06460 0.013
C 2.68295 0.01733 0.57740 0.029
As 1.38065 -1.35707 0.20209 -0.117
C 1.82030 -2.84857 1.35673 0.005
C 3.27905 -3.28961 1.27430 -0.001
C 1.60449 -1.90115 -1.65439 0.003
C 3.04667 -1.84181 -2.15391 -0.004
H 3.39565 1.17450 2.25441 0.000
H 2.97349 -0.47808 2.67896 0.001
H 1.70092 0.71350 2.40107 0.001
H 3.65151 -0.36173 0.25368 -0.001
H 2.43127 0.87325 -0.05123 -0.005
H 1.13570 -3.65256 1.08362 -0.002
H 1.54754 -2.52639 2.36100 -0.002
H 3.52504 -3.70861 0.30069 0.000
H 3.45182 -4.06779 2.01701 0.000
H 3.97191 -2.47544 1.48570 0.000
H 0.96165 -1.24586 -2.24450 0.006
H 1.19090 -2.90840 -1.72162 0.003
H 3.44701 -0.82968 -2.11307 0.001
H 3.07767 -2.16724 -3.19325 -0.001
H 3.70699 -2.49136 -1.58387 0.000
Cl -1.29933 -1.87500 2.38097 0.164
C -2.29570 -3.62399 -2.06924 0.000
C -3.19096 -2.94034 -1.04617 0.017
C -4.59146 -2.70876 -1.60485 0.009
C -3.23605 -3.73449 0.25093 0.006
N -2.52571 -1.60484 -0.79829 0.011
N -3.18476 -0.70372 0.10326 0.029
H -2.71263 -4.59830 -2.32018 0.000
H -1.29191 -3.78013 -1.66990 0.004
H -2.22682 -3.04747 -2.99537 0.001
H -5.05142 -3.66342 -1.85474 0.001
H -4.55668 -2.10851 -2.51735 -0.001
H -5.23936 -2.21606 -0.87718 0.000
H -3.62175 -4.73088 0.03732 0.001
H -3.90387 -3.30267 1.00012 0.000
H -2.24288 -3.84319 0.68680 -0.003
H -2.41524 -1.12331 -1.68795 0.006
H -3.60974 -1.24553 0.85302 0.001
H -3.88833 -0.08161 -0.28782 0.009
N -0.54670 1.13465 0.17762 -0.200
C -0.18627 2.38451 0.26147 0.155
C 0.20429 2.92193 1.56965 0.027
C -0.39732 2.45489 2.74426 0.026
C 0.02666 2.92256 3.97307 0.003
C 1.06912 3.84361 4.03971 0.036
C 1.67404 4.30586 2.87882 -0.016
C 1.24048 3.85726 1.64300 0.029
C -0.15351 3.19250 -0.95156 0.000
C 0.10534 2.58756 -2.18937 0.029
C 0.12864 3.35090 -3.33857 -0.010
C -0.13186 4.71674 -3.26447 0.043
C -0.40861 5.32020 -2.04419 -0.019
C -0.41227 4.56652 -0.88411 0.028
H -1.22338 1.75558 2.69207 0.003
H -0.45658 2.58026 4.87793 0.000
H 1.40452 4.20600 5.00240 0.001
H 2.48506 5.01934 2.93474 0.000
H 1.72075 4.20734 0.73843 0.001
H 0.31777 1.52623 -2.23013 0.014
H 0.35281 2.89531 -4.29339 0.000
H -0.11807 5.31464 -4.16635 0.002
H -0.62150 6.37937 -1.99899 0.000
H -0.64086 5.02650 0.06804 0.001


# 4
36
Properties=species:S:1:pos:R:3:lowdin_charge:R:1 method="wB97M-V/def2-TZVPD" e_tot_ev=-33157.4511 homo_energy_ev=-8.283 smiles="CCCNC(=O)CSc1nccn1Cc1ccco1" relative_energy_ev=1.841 multiplicity=1
C -4.82778 -0.58116 -0.43897 -0.107
C -3.78246 -0.51219 -1.54490 -0.244
C -2.84709 0.68368 -1.36736 -0.191
N -2.08436 0.57270 -0.14811 0.048
C -2.09934 1.50631 0.81064 -0.578
O -2.71454 2.55169 0.76143 0.046
C -1.25616 1.13045 2.03021 -0.348
S 0.53491 1.13619 1.69268 1.015
C 0.76338 -0.48835 1.10559 -0.615
N -0.17492 -1.30326 0.67824 0.034
C 0.46531 -2.45462 0.33319 -0.125
C 1.80218 -2.32558 0.55283 -0.063
N 1.98953 -1.06568 1.06126 -0.081
C 3.24859 -0.43463 1.37917 -0.072
C 3.77053 0.33333 0.20682 -0.267
C 4.47345 -0.05956 -0.89534 -0.019
C 4.62365 1.09712 -1.69776 -0.057
C 3.99624 2.09950 -1.02513 -0.110
O 3.47735 1.64663 0.12430 0.033
H -5.42259 0.32892 -0.42306 0.076
H -4.34838 -0.69063 0.53096 0.066
H -5.49244 -1.42795 -0.59277 0.066
H -4.27509 -0.42673 -2.51501 0.104
H -3.18873 -1.42951 -1.54729 0.102
H -3.41857 1.61307 -1.30434 0.118
H -2.16145 0.74729 -2.22113 0.118
H -1.53549 -0.27657 0.00557 0.082
H -1.51055 0.13676 2.39590 0.083
H -1.40491 1.87814 2.80834 0.081
H -0.08791 -3.28959 -0.04551 0.099
H 2.61758 -3.00161 0.40425 0.113
H 3.95897 -1.21173 1.67059 0.140
H 3.08380 0.25645 2.21143 0.118
H 4.84210 -1.04251 -1.10666 0.110
H 5.12764 1.16573 -2.63945 0.101
H 3.85755 3.13788 -1.25058 0.123


# 5
67
Properties=species:S:1:pos:R:3:lowdin_charge:R:1 method="wB97M-V/def2-TZVPD" e_tot_ev=-82535.2905 homo_energy_ev=-7.415 relative_energy_ev=0.000 multiplicity=1
Co 0.19796 -0.20779 0.10862 0.503
C 4.08394 0.86634 1.80994 -0.061
O 3.64611 2.20688 2.04356 -0.084
C 2.86932 2.80616 1.08966 -0.217
C 3.15487 4.11519 0.78648 -0.004
C 2.39493 4.83776 -0.14124 -0.097
C 1.35160 4.21303 -0.76842 -0.062
C 1.02008 2.87225 -0.47366 -0.141
C -0.12747 2.32978 -1.13513 -0.054
N -0.60529 1.15831 -0.90172 -0.087
N -1.74545 0.78635 -1.59907 0.091
C -1.99260 -0.47908 -1.36814 -0.455
O -1.26331 -1.23008 -0.61881 -0.077
C -3.18429 -1.09005 -2.00939 -0.144
C -3.38317 -2.46196 -1.89002 -0.019
C -4.48962 -3.05679 -2.47774 -0.081
C -5.40179 -2.28572 -3.18214 -0.094
C -5.20585 -0.91498 -3.30202 -0.087
C -4.10116 -0.31663 -2.72002 -0.036
C 1.76395 2.13375 0.48216 -0.255
O 1.48958 0.92892 0.88579 -0.135
H 4.95521 0.72715 2.44759 0.090
H 4.37484 0.73314 0.76502 0.098
H 3.30960 0.14538 2.05996 0.069
H 3.99987 4.57199 1.28690 0.120
H 2.64778 5.86472 -0.36594 0.098
H 0.75457 4.73887 -1.50450 0.107
H -0.65578 2.95648 -1.85012 0.134
H -2.66151 -3.04770 -1.33772 0.116
H -4.63719 -4.12530 -2.38725 0.102
H -6.26476 -2.75163 -3.64118 0.100
H -5.91482 -0.31238 -3.85539 0.100
H -3.92997 0.74708 -2.81308 0.103
C -0.79399 1.96512 2.63870 0.026
N -2.06164 1.23619 2.94225 -0.171
C -3.24059 2.08476 2.64273 0.003
C -2.16093 -0.10562 2.21723 -0.077
C -1.08693 -1.04897 2.67632 -0.261
C -1.27048 -1.69289 3.90336 -0.071
C -0.29625 -2.54091 4.39394 -0.099
C 0.85545 -2.74242 3.64133 -0.088
C 1.02340 -2.09518 2.42625 -0.093
C 0.06345 -1.22026 1.89097 -0.087
H -0.75878 2.85955 3.25697 0.112
H -0.80386 2.23253 1.58349 0.091
H 0.05140 1.31245 2.83147 0.102
H -2.04773 1.00869 3.93642 0.173
H -3.24079 2.28688 1.57329 0.112
H -3.16676 3.01653 3.19792 0.103
H -4.14613 1.54923 2.91619 0.103
H -2.08459 0.13240 1.15681 0.104
H -3.16789 -0.46873 2.42937 0.136
H -2.19287 -1.55187 4.46416 0.106
H -0.43543 -3.05061 5.33872 0.098
H 1.62285 -3.41520 4.00745 0.101
H 1.93869 -2.28382 1.87686 0.078
F 4.11417 -1.85858 -4.07063 0.039
C 3.19746 -1.46514 -3.15354 -0.292
C 3.45525 -1.68568 -1.81718 -0.009
C 2.50968 -1.27041 -0.88661 -0.072
C 1.33024 -0.65725 -1.28829 -0.144
C 1.10134 -0.45230 -2.64444 -0.062
C 2.03849 -0.85706 -3.58793 -0.010
H 4.37813 -2.16602 -1.51943 0.116
H 2.70993 -1.42239 0.16654 0.080
H 0.18503 0.00889 -2.98928 0.096
H 1.87787 -0.70860 -4.64767 0.116


# 6
14
Properties=species:S:1:pos:R:3:lowdin_charge:R:1 method="wB97M-V/def2-TZVPD" e_tot_ev=-9738.3375 homo_energy_ev=-7.398 smiles=Cc1c(O)[nH]n1N relative_energy_ev=4.696 multiplicity=1
C -0.07650 -0.14695 1.81530 -0.034
C -0.09347 -0.24143 0.32481 -0.301
C 0.42896 -1.06416 -0.59998 -0.459
O 1.02735 -2.24351 -0.52392 0.097
N -0.07496 -0.49208 -1.72873 0.119
N -0.85395 0.49147 -0.57747 -0.091
N -0.63684 1.82302 -0.58799 0.039
H 0.52806 0.69910 2.15843 0.065
H -1.08310 -0.00302 2.21853 0.076
H 0.35278 -1.05686 2.23858 0.080
H 1.15709 -2.55631 -1.43063 0.115
H 0.54738 0.20036 -2.14086 0.094
H 0.03953 2.25894 0.03619 0.102
H -1.26235 2.33142 -1.20225 0.097